No. 1
The following is a DFT calculation (wB97M-V/def2-TZVPD) of C18H30N6SiZr as an isolated structure.

Results
Multiplicity = 1
Net charge = +2
Kohn-Sham gap = 7.61 eV

CARTESIAN COORDINATES (ANGSTROEM)
Zr 0.25080 -0.67475 0.03906
N -2.28526 -4.13503 -1.01486
C -0.98992 -4.50576 -1.29581
C -0.24091 -3.40760 -1.04951
N -1.07680 -2.37069 -0.62402
C -2.30856 -2.86525 -0.61410
H -3.09663 -4.73194 -1.10000
H -0.72222 -5.49115 -1.63632
H 0.82639 -3.28209 -1.16264
H -3.20523 -2.34346 -0.32293
C -0.60172 -2.17086 2.95333
Si 0.37440 -0.56935 2.70300
C -0.57916 0.85323 3.46706
C 2.07143 -0.67924 3.46580
H -0.67431 -2.37406 4.02584
H -0.11840 -3.03998 2.49716
H -1.62373 -2.10198 2.57012
H -0.66173 0.65407 4.53985
H -1.59741 0.95806 3.08502
H -0.06099 1.80869 3.35735
H 1.99102 -0.45926 4.53305
H 2.76231 0.04054 3.02458
H 2.50455 -1.67559 3.36255
C -2.23076 1.10038 -0.17063
N -2.91476 2.29043 -0.57737
C -2.21441 3.46545 -0.03439
N -0.83802 3.53159 -0.53936
C -0.11720 2.36470 -0.12865
N -0.78407 1.08765 -0.67200
C -0.85174 1.23194 -2.19560
N -1.55052 2.42519 -2.56986
C -2.91987 2.37686 -2.04342
C -0.86723 3.59799 -2.00659
H -2.73468 0.22654 -0.58881
H -2.21412 1.03831 0.91878
H -2.20268 3.41290 1.05481
H -2.74734 4.36552 -0.33343
H -0.09762 2.29773 0.96002
H 0.90364 2.40054 -0.51206
H -1.36736 0.35760 -2.59525
H 0.16595 1.26357 -2.58247
H -3.44084 1.51357 -2.45931
H -3.45086 3.27783 -2.34329
H -1.39681 4.49777 -2.31259
H 0.15198 3.64746 -2.39071
C 5.00010 -0.91261 -1.27658
C 4.52514 -1.67170 -0.21226
C 3.19543 -1.57401 0.15911
C 2.31321 -0.72369 -0.53040
C 2.81825 0.02536 -1.60707
C 4.14901 -0.06299 -1.97657
H 6.04020 -0.98714 -1.56674
H 5.19280 -2.33247 0.32465
H 2.84746 -2.17215 0.99770
H 2.17714 0.68424 -2.18501
H 4.52270 0.51913 -2.80829

***

No. 2
The following is a DFT calculation (wB97M-V/def2-TZVPD) of a 7-piece molecular cluster, C23H58NO22P5S overall.

Results
Multiplicity = 1
Kohn-Sham gap = 8.86 eV

CARTESIAN COORDINATES (ANGSTROEM)
C 1.06060 0.42442 5.00894
O 1.15877 1.61084 5.70447
P 0.21661 1.83013 7.05102
O -0.26594 0.64538 7.88282
O 0.92767 3.01387 7.94936
C 0.27931 3.79531 8.85915
O -1.05425 2.52941 6.45839
C -2.24528 1.77767 6.08042
H 1.20090 0.52113 3.93234
H 0.29022 -0.20148 5.45936
H 2.03654 -0.04491 5.13288
H -0.58288 3.44767 9.42826
H 0.08705 4.76519 8.40039
H 1.04892 4.05093 9.58748
H -2.35300 1.64407 5.00402
H -3.06281 2.45433 6.32917
H -2.45853 0.86899 6.64338
C 0.33161 -7.00995 2.27425
O 0.72462 -7.96026 1.22139
P 1.82563 -7.66003 0.04017
O 2.95435 -6.75735 0.31728
O 2.13515 -9.16764 -0.41521
C 1.07983 -10.07522 -0.72874
O 0.72008 -7.19539 -1.03420
C -0.04407 -6.02831 -0.91816
H -0.54840 -6.41568 2.02826
H 1.14015 -6.28034 2.31915
H 0.05194 -7.52500 3.19328
H 0.06654 -9.75467 -0.48670
H 1.09770 -11.08097 -0.30893
H 1.06608 -10.32042 -1.79072
H -1.09598 -6.25025 -1.09796
H 0.07923 -5.25725 -1.67867
H 0.09665 -5.66319 0.09918
C -3.42743 -1.53458 -3.98057
O -4.39728 -0.42015 -3.81001
P -5.67067 -0.28880 -4.91244
O -6.58232 -1.45347 -4.87259
O -4.82761 -0.20190 -6.30595
C -5.60773 0.00434 -7.46818
O -6.33657 1.23083 -4.70120
C -5.60502 2.44444 -4.49181
H -3.65677 -2.17635 -3.12991
H -2.38882 -1.20387 -3.97524
H -3.67041 -2.10306 -4.87830
H -5.67248 -0.84556 -8.14758
H -5.26415 0.87580 -8.02550
H -6.62581 0.38512 -7.38687
H -6.26501 3.07754 -3.89875
H -5.14099 2.91670 -5.35769
H -4.88571 2.23033 -3.70135
C 7.88731 3.05003 3.06024
O 7.53267 1.62735 2.76674
P 6.62927 1.40224 1.47856
O 7.12563 1.96019 0.17759
O 5.14021 1.96875 1.88563
C 4.46358 1.76183 3.11964
O 6.26877 -0.18441 1.36778
C 5.20031 -0.63576 0.43381
H 7.33260 3.75932 2.44599
H 8.96746 3.17541 2.98495
H 7.85251 3.26845 4.12756
H 3.83128 2.64881 3.15915
H 5.02637 1.82133 4.05121
H 3.94466 0.80636 3.19658
H 5.37507 -1.63405 0.03261
H 5.11741 0.02082 -0.43229
H 4.16008 -0.69374 0.75422
C 0.84171 5.07289 -5.27744
O 0.99449 4.13440 -4.25738
P -0.05477 2.93843 -4.31873
O -0.99543 2.87798 -3.16755
O -0.75487 3.04284 -5.78252
C -1.83918 2.19916 -6.15788
O 0.85025 1.62569 -4.38509
C 1.52256 1.23727 -3.23751
H 1.15986 4.63396 -6.22307
H 1.60156 5.82513 -5.06566
H -0.18994 5.41682 -5.35167
H -2.34664 2.15224 -5.19435
H -1.45903 1.20048 -6.37285
H -2.41198 2.58304 -7.00206
H 1.44935 1.92172 -2.39236
H 2.54794 1.01307 -3.53151
H 1.13427 0.25659 -2.96259
O -4.18476 0.37585 0.87826
S -3.58883 1.52823 1.62972
O -4.10934 2.14007 2.89843
C -1.80428 1.23547 1.92914
C -1.12036 2.63949 1.75465
C -1.73248 3.21653 0.47478
C -3.24830 2.95888 0.43939
H -1.48851 0.51174 1.17774
H -1.80587 0.70941 2.88379
H -1.43632 3.24254 2.60588
H -0.03100 2.60703 1.73580
H -1.15162 2.85083 -0.37196
H -1.44659 4.26287 0.36734
H -3.70199 2.73646 -0.52643
H -3.81641 3.78371 0.86953
C 0.68726 -0.13187 -0.48643
C 1.53628 -0.53875 0.59301
C 1.57041 -1.96901 0.53056
N 0.72619 -2.34757 -0.49920
C 0.09632 -1.28030 -1.08693
H 0.35345 0.87623 -0.68320
H 2.06395 0.06341 1.31783
H 2.00405 -2.69764 1.19948
H 0.45360 -3.31230 -0.62217
H -0.67043 -1.38435 -1.84036

***

No. 3
The following is a DFT calculation (wB97M-V/def2-TZVPD) of a 2-piece molecular cluster, C2H6NO3 overall.

Results
Multiplicity = 1
Net charge = -1
Kohn-Sham gap = 6.71 eV

CARTESIAN COORDINATES (ANGSTROEM)
C 2.89093 0.00235 0.97735
N 2.61212 0.07865 -0.43935
C 1.34412 0.66415 -0.84387
O 1.42552 1.35191 -1.89036
O 0.34598 0.40266 -0.15111
H 3.72773 0.65429 1.24007
H 2.01270 0.18970 1.57938
H 3.17198 -1.01820 1.29246
H 3.29046 0.62112 -0.94761
H -6.95659 -0.84613 -1.03681
H -6.74343 -0.75469 0.44783
O -7.12151 -1.34580 -0.22797

***

No. 4
The following is a DFT calculation (wB97M-V/def2-TZVPD) of a 2-piece molecular cluster, C2H9NO overall.

Results
Multiplicity = 1
Kohn-Sham gap = 9.92 eV

CARTESIAN COORDINATES (ANGSTROEM)
C 1.05745 -1.05904 1.16349
N 1.74840 -0.07298 0.49429
H 1.64110 -1.92124 1.49949
H 0.28941 -0.80209 1.87145
H 0.53530 -1.68276 0.44370
H 0.99097 0.14938 -0.43208
H 1.62634 1.07358 0.98422
C -1.71283 0.03279 -0.84059
O -0.88883 1.17354 -0.73192
H -2.31297 0.00103 0.14298
H -2.41317 0.27576 -1.56650
H -1.23680 -1.02341 -0.93232
H -0.31606 1.20978 -1.55303

***

No. 5
The following is a DFT calculation (wB97M-V/def2-TZVPD) of C21H33N5NiOSe as an isolated structure.

Results
Multiplicity = 1
Net charge = +2
Kohn-Sham gap (spin up / spin down) = 7.50 / 7.34 eV

CARTESIAN COORDINATES (ANGSTROEM)
Ni 0.01646 -0.22825 -0.28781
O -0.75100 0.17792 1.46684
C -1.05823 -0.86124 2.39585
C -0.90907 -2.15354 1.65562
C -1.26649 -3.34582 2.25494
C -1.12104 -4.52531 1.54950
C -0.62198 -4.47541 0.25544
C -0.27957 -3.25358 -0.27628
N -0.41554 -2.10069 0.40695
H -0.72807 1.07589 1.83947
H -2.07449 -0.75139 2.76729
H -0.37036 -0.83467 3.24068
H -1.65796 -3.33921 3.26507
H -1.39261 -5.47187 2.00057
H -0.49869 -5.37120 -0.33741
H 0.12225 -3.18583 -1.27601
C -2.23139 -2.59262 -4.58641
C -1.38740 -1.91324 -5.66292
C -1.76148 -0.44859 -5.88587
C -1.26196 0.50036 -4.80109
N 0.20958 0.56446 -4.75899
C 1.02917 0.08584 -3.81416
Se 0.47866 -0.99048 -2.36962
N 2.29877 0.32371 -4.16213
C 3.51935 -0.06803 -3.43703
C 4.30037 -1.15042 -4.17403
C 3.56903 -2.48513 -4.30071
C 3.53700 -3.28261 -2.99856
C 2.30608 1.01524 -5.37361
C 3.35275 1.50458 -6.15293
C 3.00431 2.13904 -7.32606
C 1.65951 2.29186 -7.71112
C 0.62636 1.81426 -6.93353
C 0.98256 1.16504 -5.75311
H -1.97211 -3.64932 -4.50254
H -3.29315 -2.53172 -4.83594
H -2.09171 -2.13613 -3.60352
H -1.53328 -2.44500 -6.60387
H -0.32058 -1.99786 -5.42517
H -2.84898 -0.35427 -5.92878
H -1.37658 -0.11310 -6.84993
H -1.61683 0.20060 -3.82065
H -1.61580 1.51267 -4.99761
H 3.23350 -0.39377 -2.44173
H 4.13083 0.82967 -3.34156
H 5.23910 -1.30168 -3.63633
H 4.56139 -0.77882 -5.16567
H 4.08744 -3.07802 -5.05537
H 2.55364 -2.32543 -4.68115
H 4.54603 -3.40799 -2.59920
H 3.12198 -4.27783 -3.16572
H 2.93028 -2.79592 -2.23118
H 4.38909 1.40231 -5.85805
H 3.78436 2.53095 -7.96680
H 1.43095 2.79835 -8.64062
H -0.40624 1.94861 -7.22972
N 0.33889 2.45021 0.85759
N 0.36489 1.79222 -0.42626
H 0.18802 3.44594 0.73256
H 1.24831 2.32720 1.28774
H 1.16406 2.08626 -0.97646
H -0.46314 2.09309 -0.92858

***

| no. | E (Ha) |
| --- | --- |
| 1 | -1368.40371 |
| 2 | -4726.37943 |
| 3 | -360.34313 |
| 4 | -211.47225 |
| 5 | -5078.29105 |